# C41H76F3N3O19

9 unconnected molecules or ions with the total composition C41H76F3N3O19 in a non-equilibrium geometry (the ωB97M-V functional and the def2-TZVPD basis, the OMol25 dataset).

Computed properties:
- 2S+1 = 2
- <S²> = 0.750
- highest occupied orbital energy (alpha / beta) (eV) = -0.35 / -5.76
- net charge = -1
- gap between HOMO and LUMO (alpha / beta) (eV) = 2.033 / 7.439

Structure (XYZ):
```
142
Properties=species:S:1:pos:R:3:forces:R:3
C -6.554937 4.407056 -1.795493 0.731 -0.254 1.294
N -5.765827 3.305146 -0.986103 -2.578 -0.638 -1.785
C -6.854777 2.235866 -0.633653 0.429 -1.249 0.726
C -4.760087 2.765646 -2.027443 -0.013 -0.916 2.110
C -5.096727 3.829696 0.312207 0.722 -1.876 -0.611
C -4.003347 2.824786 0.841627 -0.452 -1.469 1.411
O -4.560337 1.498166 1.248947 -1.333 2.535 -1.236
H -7.114087 4.064026 -2.665993 0.244 -1.018 0.101
H -5.802517 5.089276 -2.191153 -0.103 0.479 0.469
H -7.301797 4.798816 -1.104953 0.303 0.550 0.053
H -7.912607 2.384016 -0.850783 0.424 1.203 -0.891
H -6.933007 1.994016 0.426297 0.851 0.603 0.251
H -6.615707 1.257076 -1.049493 0.452 0.260 -0.421
H -5.216597 2.191216 -2.833503 -0.606 1.017 -0.279
H -4.230367 1.955596 -1.526123 0.435 0.244 0.271
H -4.095077 3.596126 -2.264433 -0.115 -0.189 -0.408
H -5.875167 3.931566 1.068347 -0.099 0.134 -0.252
H -4.649217 4.792616 0.066007 0.072 -0.017 0.052
H -3.600317 3.179316 1.790297 -0.203 0.894 -0.044
H -3.108827 2.737426 0.224947 -0.351 -0.183 -0.520
H -3.928607 0.791516 1.401137 1.654 -0.561 -0.535
C -1.558847 -0.290384 -0.957483 -0.798 1.227 0.787
C -1.797627 -1.234624 0.311307 -1.671 1.669 -0.955
C -0.421727 -1.662314 0.703897 1.212 -0.635 0.905
O -2.706827 -0.756884 1.307397 1.322 -0.291 -1.148
H -1.039147 -0.721664 -1.813053 0.194 -0.302 0.235
H -1.088827 0.658036 -0.697333 0.999 -0.054 0.481
H -2.449407 0.195296 -1.356393 -0.867 -0.763 -0.051
H -2.241897 -2.074444 -0.222943 -0.252 -0.864 0.125
H 0.149993 -2.029994 -0.148193 -0.132 -0.036 -0.262
H -0.378477 -2.464994 1.440067 -0.313 -0.171 0.148
H 0.224803 -0.895804 1.131167 -0.253 0.559 0.048
C 6.073483 2.852606 -1.436363 -1.714 -1.214 -0.755
C 5.909253 2.486916 0.038587 -0.773 -1.284 -0.293
C 4.831273 3.536766 0.505707 1.425 -1.138 1.382
C 4.339313 3.327986 1.914097 -1.960 0.087 0.106
C 3.709423 1.929616 2.112567 1.781 0.143 0.670
C 4.640063 0.720276 1.651607 0.404 0.214 0.548
N 5.452773 1.013656 0.389777 -5.467 5.915 1.042
O 6.096433 -0.013994 -0.085633 2.508 -1.873 -0.745
C 5.683313 0.426196 2.869467 -0.011 -0.359 -1.745
C 3.748293 -0.561984 1.395157 0.466 1.608 -0.100
C 7.238473 2.713126 0.660597 0.706 0.483 2.711
H 6.669523 2.192616 -2.066643 0.715 0.296 0.389
H 6.266563 3.923136 -1.505463 0.666 -0.208 -0.098
H 5.095193 2.745626 -1.904983 -0.339 0.014 -0.093
H 5.330293 4.505206 0.471137 -0.248 0.166 -0.505
H 3.907693 3.492166 -0.071443 0.429 0.016 -0.628
H 3.492203 4.009426 1.992457 -0.389 0.174 -0.027
H 4.849893 3.686746 2.807797 1.210 -0.475 -0.403
H 2.658373 1.916986 1.824057 0.228 -0.311 -0.835
H 3.655913 1.931876 3.201247 -0.128 -0.869 0.051
H 6.398643 -0.299364 2.482217 -0.042 -0.550 -0.108
H 6.375943 1.242256 3.075407 -0.683 0.497 0.289
H 5.305053 -0.029184 3.784697 -0.425 0.319 -0.104
H 4.381833 -1.440994 1.276557 -0.356 -0.153 0.490
H 2.963643 -0.557834 2.151737 0.453 -0.726 0.568
H 3.137483 -0.461424 0.497997 0.346 0.364 -0.400
H 7.189833 2.446436 1.716347 -0.173 -0.235 0.258
H 7.457663 3.772896 0.790737 0.405 0.173 -0.793
H 8.103013 2.137016 0.330797 -0.181 0.196 -0.771
H 6.854233 0.007646 0.503317 1.164 -1.221 -0.229
C 0.571463 -3.289404 -3.640233 0.721 1.361 -0.409
C 1.907013 -3.782124 -3.004873 0.394 0.303 0.024
C 2.593103 -4.788844 -3.910423 -0.400 -0.513 -1.678
C 3.264633 -4.201694 -5.165643 0.249 0.520 1.200
C 4.321033 -3.166544 -4.649703 -1.225 -1.854 -1.414
C 3.709403 -2.123614 -3.724103 0.053 1.977 -2.486
N 2.895263 -2.711934 -2.731283 -0.622 -2.668 0.962
O 2.386063 -1.826254 -1.786063 -0.331 0.866 -0.082
C 4.880293 -1.424594 -3.081763 1.372 0.706 1.289
C 2.923623 -1.024224 -4.635503 -0.227 -0.477 0.658
C 1.440603 -4.554504 -1.760713 0.727 0.708 0.618
H 0.050033 -2.623494 -2.952653 -0.314 -0.590 0.462
H -0.055557 -4.079694 -4.053023 -0.021 -0.060 0.413
H 0.738323 -2.562984 -4.435573 0.369 -0.336 -0.512
H 3.293863 -5.466884 -3.423283 0.159 0.372 0.501
H 1.797843 -5.443254 -4.267343 -0.155 -0.241 0.031
H 2.525803 -3.761674 -5.835433 -0.058 0.246 0.086
H 3.730043 -5.009524 -5.730373 0.211 0.038 0.012
H 4.779233 -2.735754 -5.539963 0.110 0.565 0.274
H 5.082703 -3.791694 -4.183723 0.149 0.309 0.495
H 5.218193 -1.887294 -2.154493 -0.902 -0.016 0.688
H 5.874863 -1.527974 -3.515643 -0.308 0.115 -1.375
H 4.733673 -0.356504 -2.921213 -0.113 -0.068 0.253
H 3.528043 -0.165444 -4.927523 0.368 -0.312 -0.179
H 2.415173 -1.439334 -5.505713 0.476 -0.281 -0.242
H 2.080933 -0.573274 -4.111463 0.121 -0.098 0.647
H 1.120963 -5.501284 -2.196073 -0.967 0.106 0.682
H 0.786433 -3.912794 -1.170473 -1.040 -0.527 -0.537
H 2.118603 -4.792964 -0.941223 1.101 -0.129 -0.619
H 3.097233 -1.741564 -1.146793 0.092 0.001 0.276
C -3.913907 -0.601664 5.178107 0.747 -1.509 -3.396
C -5.029757 -0.352364 4.187107 -0.791 0.631 -1.263
O -5.892397 0.533466 4.917747 0.405 0.645 -1.700
C -5.352577 0.776386 6.098437 -2.502 -2.159 0.778
O -5.925087 1.357436 6.945067 0.048 1.997 1.222
O -4.402567 -0.124564 6.360067 1.834 0.080 1.439
H -3.010567 -0.148894 4.769377 0.177 0.659 0.661
H -3.691217 -1.660984 5.050207 -0.049 -0.273 1.355
H -5.635607 -1.187144 3.834717 0.069 -0.334 0.573
H -4.693017 0.118156 3.263357 0.090 0.246 0.220
C -2.233397 -4.659824 2.486387 0.226 1.098 -0.239
C -2.764817 -4.860644 3.921327 0.364 -0.609 -2.301
O -1.660267 -5.495834 4.514907 1.258 -0.466 1.595
C -0.647217 -5.817594 3.646097 -0.492 -0.614 -0.418
O 0.363373 -6.421384 3.874497 -1.023 0.771 0.513
O -1.015637 -5.449584 2.412627 -0.903 0.614 -0.305
H -1.981197 -3.617934 2.289037 0.146 0.022 -0.003
H -2.967937 -4.940824 1.731667 0.342 -0.447 -0.031
H -3.586767 -5.561854 3.777137 -0.192 -0.010 0.939
H -3.064167 -3.928764 4.401007 0.212 -0.278 0.189
C 1.623483 4.238426 -2.351823 0.175 -0.900 0.703
C 0.244343 3.873856 -1.759213 -0.521 0.363 0.949
O -0.639627 3.894006 -2.819153 1.707 -0.090 -1.519
C 0.138723 4.204866 -3.951453 -4.792 0.670 -2.194
O -0.426347 4.531866 -4.970173 1.433 -0.717 1.259
O 1.406233 4.098926 -3.730473 1.168 -0.019 -0.740
F -0.220177 4.829146 -0.907643 0.441 0.476 0.680
H 2.365753 3.486086 -2.085123 0.163 0.368 0.260
H 1.951823 5.268386 -2.212223 -0.124 -0.132 0.706
H 0.164703 2.928466 -1.222573 0.321 -0.105 -0.062
C -4.875417 -3.020894 -0.827283 -0.232 0.607 1.304
C -5.674067 -2.066824 0.104967 2.605 -4.284 -1.885
O -6.504397 -3.086874 0.717647 -0.032 1.891 2.815
C -6.535277 -4.223784 0.044337 -2.357 -2.131 -1.481
O -7.196867 -5.236174 0.301367 2.198 3.047 -0.309
O -5.889247 -4.001624 -1.123753 1.391 -0.881 -0.351
F -6.384327 -1.387894 -0.751573 -2.324 2.489 -0.647
H -4.079807 -3.442864 -0.213243 0.217 -0.358 -0.374
H -4.472637 -2.438764 -1.656133 -0.320 -0.619 -0.295
H -4.895007 -1.511674 0.627447 -0.810 0.459 1.375
C -0.055627 1.823266 2.718087 -0.226 -2.852 2.596
C 0.445393 2.002966 4.149627 -2.079 1.350 0.922
O 0.566933 3.379856 4.283177 -2.072 1.872 -0.540
C 0.234983 3.983216 3.080907 3.497 2.574 1.136
O 0.470883 5.154736 2.865607 -1.434 -1.998 0.281
O 0.040533 3.039736 2.197697 -0.194 3.124 -3.390
F 1.657883 1.636166 4.433547 3.040 -2.538 0.130
H -1.122977 1.611236 2.780737 0.175 -1.221 -0.455
H 0.644803 1.118566 2.269857 -0.733 -0.273 -0.598
H -0.215977 1.621546 4.927587 -0.152 -0.194 -0.089
```
Positions in Å, forces in eV/Å.

Results of the Mulliken charge analysis, in e, for atoms 1 through 8: C -3.01; N 5.30; C -2.19; C -1.34; C -2.22; C 0.18; O -0.41; H 0.40